# 1
The following is a DFT calculation (ωB97M-V/def2-TZVPD) of C25H36BrCoN3O7SSi as an isolated structure at a distorted geometry.

E_tot	-171698.30624	eV
gap between HOMO and LUMO (alpha / beta)	8.5 / 9.2	eV
HOMO level (alpha / beta)	-0.350 / -0.350	hartree

```
! wB97M-V def2-TZVPD RIJCOSX def2/J DEFGRID3
* xyz 0 2
H -3.1295 -2.2781 0.6061
O 1.3652 -1.9123 -2.2275
C -2.4652 3.4326 -1.0713
N 2.3468 -0.9621 -0.0981
H -5.1447 1.3786 -1.8880
H 5.1048 4.9108 0.4675
H -5.1315 0.3231 2.4903
S 2.4551 -2.0679 -1.3099
C 3.3338 3.4064 0.7522
C -4.7430 0.1876 1.4778
C 5.5387 -1.0038 0.7211
H 2.3357 -5.1692 -1.5503
N 6.3356 1.3586 0.5695
H -4.9071 -1.2491 -0.9466
C 6.6988 3.8084 0.4485
Si -2.6599 0.6356 -0.3967
H 6.3100 -1.2725 1.4431
H 1.7833 -5.9589 2.6333
H -2.4102 -1.1183 2.1687
C -2.7246 -1.1050 -1.2015
H -2.8125 3.7363 -0.0867
H -2.3357 -3.1599 -0.6970
H -4.7760 -0.8792 1.2513
Br -0.1950 1.0319 -0.0285
H -4.2129 -2.3685 -2.1232
H -1.9811 -0.5913 -3.2005
Co 2.0219 0.8989 0.7262
H -3.6028 2.2095 2.9595
O 7.8974 3.6476 0.4048
C -3.1050 2.1152 -1.5427
O 2.2064 2.8343 0.9029
H -1.3789 3.3602 -1.0424
H 2.0925 -6.7704 0.3459
H -5.0237 2.5765 -0.5895
H 5.8349 -1.3587 -0.2667
O 3.7882 -2.1023 -1.8358
H 7.3217 1.1728 0.4670
C 2.2104 -4.8197 -0.5343
H -2.8431 0.0660 3.4002
H -3.1811 1.0720 -3.4671
H -1.5543 1.6177 -3.0040
C 5.8130 2.6256 0.5725
H 4.6132 -1.5003 0.9883
H -4.0521 2.8006 1.3621
C -4.6334 2.2889 -1.5671
C 4.4674 2.4505 0.7086
C 5.3312 0.4671 0.6966
H -1.4003 -2.0211 0.2756
C -3.3089 0.7404 1.4129
H -2.3381 2.6567 1.8094
C 1.8670 -3.8811 2.1087
C -1.7417 -1.2535 -2.3722
H -2.7357 4.2204 -1.7793
H -4.3986 -0.6647 -2.5385
H -1.4066 0.3148 2.4025
H 1.7282 -3.5061 3.1138
C 2.0932 -1.5253 1.0815
C -2.6162 1.8664 -2.9784
O 1.9050 -0.8000 2.0760
H -4.8894 3.0826 -2.2732
C 2.1992 -3.4740 -0.2406
C -4.1505 -1.3518 -1.7275
H -0.7109 -1.0762 -2.0722
O 3.5287 4.6171 0.6298
H -1.8038 -2.2800 -2.7447
H -5.4137 0.7079 0.7899
C -2.3772 -2.1980 -0.1795
C 2.0341 -3.0050 1.0515
C -2.4314 -0.0545 2.3943
C -3.3229 2.1966 1.9030
C 2.0643 -5.7046 0.5292
H -2.7622 2.7796 -3.5607
C 1.8925 -5.2418 1.8306
N 4.1833 1.1122 0.7811
O 6.1098 4.9770 0.3884
*
```

Results of the Löwdin charge analysis, in e, for atoms 1 through 8:
1 H 0.066
2 O -0.287
3 C -0.109
4 N -0.126
5 H 0.071
6 H 0.074
7 H 0.092
8 S 0.656



# 2
The following is a DFT calculation (ωB97M-V/def2-TZVPD) of C30H38GeIN3O3PtSe as an isolated structure at a distorted geometry.

E_tot	-175531.28291	eV
gap between HOMO and LUMO (alpha / beta)	7.4 / 5.8	eV
HOMO level (alpha / beta)	-0.478 / -0.502	hartree

```
! wB97M-V def2-TZVPD RIJCOSX def2/J DEFGRID3
* xyz 2 5
H -0.8773 -2.8864 -3.9821
C 2.5412 -1.8005 0.2690
H 3.7988 -0.5682 6.2230
C 2.2447 -4.7171 -3.0097
N 1.4575 -1.6792 1.0233
Ge 0.2230 -1.6433 -5.9706
H 0.9297 0.8743 -1.7453
C 1.6328 1.9991 6.6716
C 2.6455 1.0898 6.9533
H 0.3963 -2.3329 2.6629
H 0.2481 -0.6561 -8.3603
H -1.0260 -5.4230 -1.0801
H -1.2249 -1.6022 -8.0987
H -1.7575 -3.1983 -5.4791
H 2.3012 -6.8292 -3.3445
H -1.1356 -3.8275 0.6048
H 2.6640 -2.3812 -5.8481
O -1.4816 0.8890 -0.9147
H -0.0774 0.9671 -5.5635
C 2.4164 0.1445 4.7631
C 0.7787 1.0298 3.1423
C -0.1046 -5.2201 -1.6031
C -3.4754 1.7366 -1.8693
C -1.4101 -3.0456 -0.0975
H 3.1579 -4.5284 -3.5531
Se -0.8095 0.0683 -3.3292
C -2.5740 1.4815 -0.6923
H 4.0253 -4.4325 1.7799
C -0.3171 -2.7810 -1.0875
C 0.3712 -3.9068 -1.7117
N -1.0936 1.3159 1.9036
C -2.7691 2.7369 2.9125
C -0.7679 -3.0929 -5.0435
C 3.3104 -3.6513 1.5762
C 0.9971 1.9766 5.4443
H 1.9113 -2.6606 -2.5276
H 2.5948 -0.6339 -6.0030
C 2.1473 -1.4897 -5.5027
H -2.1785 3.6494 2.9948
C 1.7638 -6.0137 -2.8883
H -2.6385 2.1752 3.8346
H 2.6611 -1.0861 -0.5353
C 3.0244 0.1515 6.0004
C 1.2814 -2.4920 2.0604
N -0.4946 1.4398 3.0565
H -2.3167 -3.3600 -0.6138
H 2.7065 -0.5724 4.0105
O 1.4319 0.6615 2.1336
H 0.2175 2.6850 5.2172
H -1.6223 -2.1149 0.4426
H 2.0331 -4.1204 3.2355
C 2.1933 -3.4859 2.3783
H 2.3115 -1.3991 -4.4329
I 5.1432 -2.9880 -0.7795
C -2.2613 1.9460 1.7518
C 1.3926 1.0515 4.4724
C 0.5873 -6.2596 -2.1935
H 0.2086 -7.2671 -2.1177
O 0.0104 -1.6121 -1.3454
C -0.6472 0.1112 -5.2138
H -0.2517 -4.0411 -5.1585
C -0.1548 -1.5602 -7.9113
C -2.9800 1.9707 0.5609
H 1.6118 0.7495 -3.4071
H -3.9127 2.5100 0.5824
C 3.4886 -2.7885 0.5030
C 1.5507 -3.6738 -2.4358
H -1.6468 0.1202 -5.6421
H 3.1488 1.1162 7.9097
Pt 0.0256 -0.0459 0.4978
H 1.3474 2.7330 7.4113
H -3.6036 0.8090 -2.4263
H -3.8105 3.0060 2.7833
C 0.7591 1.0599 -2.8099
H 0.5655 2.1198 -2.9641
H -3.0037 2.4569 -2.5400
H -4.4463 2.1197 -1.5726
H 0.3100 -2.4171 -8.3932
*
```

Results of the natural (NBO) charge analysis, in e, for atoms 1 through 8:
1 H 0.218
2 C 0.007
3 H 0.229
4 C -0.237
5 N -0.488
6 Ge 1.585
7 H 0.239
8 C -0.210



# 3
The following is a DFT calculation (ωB97M-V/def2-TZVPD) of a 7-piece molecular cluster, C27H67F2N4O15S2 overall at a distorted geometry.

E_tot	-92848.65910	eV
gap between HOMO and LUMO (alpha / beta)	7.1 / 2.9	eV
HOMO level (alpha / beta)	-0.304 / -0.304	hartree

```
! wB97M-V def2-TZVPD RIJCOSX def2/J DEFGRID3
* xyz 0 2
H 0.4208 -4.5911 -3.8118
C 1.9668 1.4030 3.6895
O 1.4739 2.1397 4.8258
C -5.3664 0.5438 1.3447
H 4.9098 -2.5144 -5.6720
C 0.6325 -5.4445 -3.1677
S 0.7315 1.4747 -0.7611
H 4.7608 -4.7322 -1.0455
C 3.8145 -0.3274 -4.7560
H -4.3055 3.5849 -5.3605
H -0.6613 4.1976 1.7741
H 1.9208 -6.9948 1.1175
O 1.4234 0.2012 -0.3541
C 1.2114 -3.6874 -1.5255
C -6.0938 2.1099 6.7975
C 2.9686 -4.6509 -3.1264
H 2.7046 1.4922 -4.8453
H 6.5004 3.3457 0.1956
C 1.7497 -4.9318 -2.1985
H -0.2478 -5.7481 -2.6011
O -1.7225 -0.5761 0.6139
S -1.3909 0.3691 -0.4560
H -0.6242 2.3434 -3.8661
H 0.7317 -6.3732 -3.7297
C -2.7024 4.0200 1.4885
H -2.8679 1.5666 -5.2898
O 0.6493 1.9478 -2.1636
H 1.0708 0.3288 2.1198
O -5.2912 2.9902 5.9920
C -4.2785 3.5788 6.7712
O -3.9082 4.0143 -4.5994
H -3.5005 2.9189 7.1549
H -6.4981 -1.6918 3.4759
H -7.5975 1.2114 3.2086
H 1.7400 -2.1732 -0.0385
O -5.3559 -0.3702 2.4617
H 0.8433 -3.0532 -2.3319
H -5.8897 1.4137 1.7415
C -3.6185 2.9387 -3.7065
H -3.1575 4.6582 2.2460
H -7.1097 -1.3120 1.9796
H -7.8747 0.9532 6.5700
C 3.7548 1.2269 -4.9669
O 5.2029 -0.6988 -4.9982
C 4.3958 -5.4764 -0.3376
C -6.6908 -0.8165 2.8554
C 2.7567 -6.3104 1.2617
C 2.9106 -5.4171 0.0736
H 0.0070 2.0880 1.8869
H 3.6567 -5.4786 -3.2981
H 2.6681 -5.7956 2.2184
C 5.5094 -2.0605 -4.8830
H 4.5481 -6.4763 -0.7437
H -6.4097 -0.3960 5.3533
H -4.6971 4.0724 7.6483
C -2.5498 2.0286 -4.3552
O -1.1111 -0.1227 -1.8069
C 2.1439 -3.0437 -0.5555
C -1.3622 4.6874 1.0982
H 5.2660 -2.4601 -3.8986
H 5.9316 2.1351 -1.7448
H -1.9734 2.1441 1.2178
O -1.0791 4.3943 -0.3114
C -7.4712 0.2908 3.7783
H 3.1545 -3.4839 1.1900
H 5.4645 4.3042 1.1415
N -6.5772 0.5031 4.9247
H 0.1515 0.1528 3.5516
O -1.2946 2.7383 -4.4285
N 2.0205 -5.8111 -1.0395
F -2.7040 1.2371 -0.7365
H 0.2559 -3.8938 -1.0432
C -7.1285 1.3938 5.9088
C 0.7298 0.8875 2.9914
H 3.9923 1.5749 -5.9722
H 3.0863 -2.6602 -0.9466
H -5.5177 1.4544 7.4506
H 5.6046 3.8386 -2.3513
F 1.6956 2.5847 -0.2117
H -4.5492 2.4471 -3.4233
H -1.1156 5.7028 1.4083
H -8.4862 -0.0383 4.0011
H 2.4971 0.6066 4.2117
H -0.7605 3.4891 -0.2860
H 5.4658 1.3401 -4.2076
C 2.4731 -4.0369 0.5435
H 3.3350 -0.6333 -3.8262
O 2.1948 -7.0617 -1.5764
H 3.3064 2.7802 -2.7674
H 6.1978 5.0138 -0.3250
N -0.4537 1.7502 0.0661
H -5.8918 0.0325 0.5380
H 3.7042 -6.8272 1.4145
H 6.5739 -2.1708 -5.0897
H -3.3512 4.2868 0.6543
H -6.6616 2.7203 7.4997
H -7.7483 2.1615 5.4455
H -3.1845 3.1877 -2.7382
H 1.3113 -7.4185 -1.4588
H 2.7415 -4.0387 -3.9992
C 4.1861 2.1369 -2.7461
H 3.9380 1.2016 -2.2444
H 3.6767 -4.0053 -2.6071
H -4.3972 0.7932 0.9127
H 4.9614 -5.2795 0.5731
H 3.1162 -0.7863 -5.4559
O -0.2363 1.7988 2.7694
H 0.7324 2.6036 4.4302
H -3.7443 4.2275 6.0771
C 5.2253 2.9612 -1.8275
H 1.6724 -4.2258 1.2586
N 4.6395 1.9081 -4.0863
O -2.5896 2.5965 1.7986
H 2.7213 2.0535 3.2473
O 4.7539 3.5477 -0.6497
H -2.4975 1.1444 -3.7199
C 5.7406 4.1216 0.1029
*
```

Results of the Löwdin charge analysis, in e, for atoms 1 through 8:
1 H 0.104
2 C -0.203
3 O -0.093
4 C -0.078
5 H 0.085
6 C -0.008
7 S 0.459
8 H 0.082



# 4
The following is a DFT calculation (ωB97M-V/def2-TZVPD) of one molecule with the formula C6H9N at a distorted geometry.

SMILES	C=NC1C(C)=C1C
E_tot	-7853.26444	eV
gap between HOMO and LUMO	9.2	eV
HOMO level	-0.300	hartree

```
! wB97M-V def2-TZVPD RIJCOSX def2/J DEFGRID3
* xyz 0 1
C -1.6061 2.4097 -0.7366
H 1.6432 -1.1423 2.3975
H 1.1564 0.3568 2.4517
C 0.7677 -0.5009 2.1372
C 0.0991 0.8262 -0.4415
H -0.9255 -2.3273 -1.5232
N -1.1585 1.3448 -0.2301
C -0.0495 -1.7305 -1.5137
C 0.5258 -0.4011 0.7565
H -2.6366 2.7329 -0.5387
H -0.0001 -1.4593 -2.5433
H -1.1351 3.2923 -1.3423
H -0.1033 -0.9162 2.5876
H 0.7974 1.4833 -0.8700
C 0.0846 -0.6909 -0.4134
H 0.6350 -2.4680 -1.4390
*
```

Results of the natural (NBO) charge analysis, in e, for atoms 1 through 8:
1 C -0.099
2 H 0.227
3 H 0.236
4 C -0.678
5 C -0.116
6 H 0.227
7 N -0.417
8 C -0.656



Please write out number 4 again, unchanged.
The following is a DFT calculation (ωB97M-V/def2-TZVPD) of one molecule with the formula C6H9N at a distorted geometry.

SMILES	C=NC1C(C)=C1C
E_tot	-7853.26444	eV
gap between HOMO and LUMO	9.2	eV
HOMO level	-0.300	hartree

```
! wB97M-V def2-TZVPD RIJCOSX def2/J DEFGRID3
* xyz 0 1
C -1.6061 2.4097 -0.7366
H 1.6432 -1.1423 2.3975
H 1.1564 0.3568 2.4517
C 0.7677 -0.5009 2.1372
C 0.0991 0.8262 -0.4415
H -0.9255 -2.3273 -1.5232
N -1.1585 1.3448 -0.2301
C -0.0495 -1.7305 -1.5137
C 0.5258 -0.4011 0.7565
H -2.6366 2.7329 -0.5387
H -0.0001 -1.4593 -2.5433
H -1.1351 3.2923 -1.3423
H -0.1033 -0.9162 2.5876
H 0.7974 1.4833 -0.8700
C 0.0846 -0.6909 -0.4134
H 0.6350 -2.4680 -1.4390
*
```

Results of the natural (NBO) charge analysis, in e, for atoms 1 through 8:
1 C -0.099
2 H 0.227
3 H 0.236
4 C -0.678
5 C -0.116
6 H 0.227
7 N -0.417
8 C -0.656